# C20H17N4O3PdS2

A structure of composition C20H17N4O3PdS2 (ωB97M-V/def2-TZVPD, the Open Molecules 2025 dataset).

Output
Highest occupied orbital energy, eV: -2.649
F_max, eV/Å: 0.34
Frontier orbital gap, eV: 5.0
Charge: -1
LUMO level, eV: 2.3

XYZ file:
```
47
C20H17N4O3PdS2, DFT ωB97M-V/def2-TZVPD
C 2.44009 2.35727 2.99020
C -3.08032 2.01898 1.97666
C 2.55553 1.75955 1.74238
C -2.33133 0.88703 1.64455
C -3.94160 -0.45763 2.86449
H 3.52777 1.64449 1.27773
Pd 0.76665 0.25769 -2.22010
C 1.18232 2.51472 3.55232
H 3.89896 -3.51232 -4.32826
H 1.51844 0.89211 0.06954
H 3.32159 2.70396 3.51629
O -1.45120 3.08094 -0.18484
H -4.79869 2.80372 2.97728
H 1.07577 2.98403 4.52327
H -2.75000 2.97966 1.61098
C 3.61269 -2.53224 -3.98670
C -1.16736 1.90842 -0.44064
C -1.03574 0.95547 0.82985
S 4.62971 -1.15788 -4.24208
C 2.49035 -2.16241 -3.32664
C 3.44830 -0.16458 -3.45882
O -0.93199 1.38600 -1.55616
C -4.67484 0.67215 3.18924
H -4.26818 -1.43457 3.20177
H -2.49069 -3.28292 -1.26482
C 1.12345 -4.31087 -3.27252
H -2.23055 -1.24018 1.84475
C -0.54862 -3.23819 -1.85260
N 3.60577 1.17367 -3.23706
S -0.36355 -4.83026 -2.55721
C 1.36917 -3.02352 -2.91949
H 2.70586 1.55347 -2.89983
C 1.42683 1.32026 1.06809
C -4.23526 1.90936 2.73793
H -5.57799 0.59162 3.78250
C -2.78546 -0.34862 2.10170
N 2.40121 -0.81083 -3.03438
N 0.42425 -2.43555 -2.12214
O -0.73844 -0.35980 0.36962
H 0.01554 -0.69373 0.86378
C 0.15823 1.46567 1.63340
H 4.05572 1.69861 -3.97051
N -1.58693 -2.91074 -1.02812
H -0.92197 2.20331 3.33508
C 0.04992 2.07320 2.87939
H -1.57951 -1.93069 -0.75568
H 1.68611 -4.95779 -3.92421
```

# C20H17N4O4Zn

A structure of composition C20H17N4O4Zn (ωB97M-V/def2-TZVPD, the Open Molecules 2025 dataset).

Output
Highest occupied orbital energy, eV: -2.582
F_max, eV/Å: 0.18
Frontier orbital gap, eV: 4.9
Charge: -1
LUMO level, eV: 2.3

XYZ file:
```
46
C20H17N4O4Zn, DFT ωB97M-V/def2-TZVPD
O -1.81133 0.21175 0.84977
H -0.65612 -0.27108 -3.53460
H -1.44609 -6.35383 1.68037
H -0.81338 1.39371 3.04140
C -0.91341 -4.64958 -3.37198
C -1.06030 -5.12938 -1.95882
C -0.21474 -0.02294 6.06475
H -1.72902 -3.96991 -3.63767
H -1.11748 -7.18278 -2.50197
H -1.10999 2.16786 -4.29029
H -1.40601 -4.24551 2.51979
N -0.94365 0.50899 -2.96319
C 0.48486 -0.27816 3.40741
O -2.15575 2.41826 0.92199
C -1.29465 -6.95119 -0.37127
C 0.65234 -1.03489 5.67534
H -0.36929 -3.10752 1.64575
H -1.36816 -8.01174 -0.16411
H 1.67284 -1.95594 4.01948
C -1.98661 3.85911 -2.05414
C -1.28852 -3.70296 1.57889
C -1.60991 2.42561 -2.13302
C -1.15439 -6.47586 -1.67591
C -1.33724 -6.01369 0.65266
H 0.00608 -4.06830 -3.49167
C 1.00841 -1.16659 4.34407
Zn -1.09057 -1.33974 -0.27581
N -1.13973 0.28819 -1.66874
C -1.55209 1.42114 -1.14121
N 1.10888 -0.55410 0.91167
H -0.49264 0.07495 7.10662
O -2.33068 4.31276 -0.86218
C -0.38960 0.73851 3.79002
C 0.84035 -0.42168 2.02318
C -1.09815 -4.13203 -0.91681
O -1.98107 4.56179 -3.03813
H -0.90155 -5.48935 -4.07183
H -1.41726 1.63945 5.43207
C -1.20960 1.78589 -3.28927
N -1.02002 -2.84824 -1.26866
C -1.24333 -4.64989 0.41851
H -2.28866 3.59568 -0.15775
H 1.04636 -1.72670 6.40795
H -2.12235 -2.99000 1.50172
C -0.73270 0.85963 5.12613
C -1.87248 1.36293 0.33054
```

# C20H18BClN5O4Pd

A structure of composition C20H18BClN5O4Pd (ωB97M-V/def2-TZVPD, the Open Molecules 2025 dataset).

Output
Multiplicity: 5
Highest occupied orbital energy (spin up / spin down), eV: -10.204 / -12.332
F_max, eV/Å: 0.68
Frontier orbital gap (spin up / spin down), eV: 6.9 / 5.8
Charge: +1
LUMO level (spin up / spin down), eV: -3.3 / -6.5

XYZ file:
```
50
C20H18BClN5O4Pd, DFT ωB97M-V/def2-TZVPD
H 1.44636 -2.28942 -1.14398
O -0.95922 -2.68107 0.32038
C 1.85762 -1.34477 -0.81425
H 2.30060 -2.43379 5.02515
H 0.92204 -3.95351 3.59178
C 1.77739 -2.04378 4.16206
C -4.42777 0.38036 1.25194
N -3.32016 0.65417 0.47376
C 1.86318 -0.70689 3.83723
H -1.88528 -0.78959 2.88942
O 0.72316 1.45102 1.09084
C 0.37213 -2.36197 2.27478
H -4.33240 1.09585 -1.46879
O -0.62239 -4.42172 1.69891
H -4.61097 -0.61225 3.19275
N -2.20136 1.78831 -1.52324
C -2.17683 2.80422 -2.45893
H -5.40606 0.69890 0.93048
H 2.44021 0.00163 4.41576
C -2.60881 -0.36055 2.21525
Cl 3.78994 2.56620 -4.79603
C 1.27592 1.19579 2.24071
C 1.18722 -0.24283 2.71032
H -0.61811 3.44177 -3.85069
C 2.90727 0.81300 -1.34522
H 1.75748 -1.60750 -3.48015
H -3.98040 2.57284 -0.45141
C -0.97664 2.78332 -3.07832
O 1.81701 2.00271 2.96410
C -0.29345 1.69648 -2.48134
H 0.69193 1.33294 -2.69764
C 2.19912 -0.67456 -3.15083
C 1.01264 -2.90087 3.36703
Pd -0.24629 -0.12469 0.10518
N -2.20474 0.18524 1.08671
C 2.66814 0.22525 -4.07308
C -4.01297 -0.26423 2.36826
H 3.79744 2.65809 -1.96527
H -1.16525 -4.86805 1.03045
N -1.03007 1.09453 -1.56606
N 0.46127 -1.06644 1.96916
C 2.30525 -0.41629 -1.75030
H 2.60333 0.02437 -5.13416
H 2.22777 -1.28222 0.19948
H -3.03286 3.44804 -2.57991
C 3.35390 1.72108 -2.27294
H 2.97948 1.04024 -0.28987
C 3.23522 1.42764 -3.63330
B -3.39012 1.49907 -0.72305
C -0.47087 -3.15608 1.31687
```

# C20H18BCoF4N10Sb

A structure of composition C20H18BCoF4N10Sb (ωB97M-V/def2-TZVPD, the Open Molecules 2025 dataset).

Output
Multiplicity: 2
Highest occupied orbital energy (spin up / spin down), eV: -3.686 / -3.632
F_max, eV/Å: 0.48
Frontier orbital gap (spin up / spin down), eV: 8.0 / 8.0
Charge: -2
LUMO level (spin up / spin down), eV: 4.3 / 4.3

XYZ file:
```
55
C20H18BCoF4N10Sb, DFT ωB97M-V/def2-TZVPD
C 0.89146 -1.08124 -2.07818
H 1.93361 -1.00277 -5.16162
N 0.66031 0.77840 6.76894
H 1.14084 -4.11765 -1.35389
C -0.39199 8.17906 0.11854
C -0.12964 2.54104 0.54060
C 3.28288 -0.73726 0.18836
F -3.58771 -2.07175 -1.42747
H 0.23492 -5.17692 2.57913
C -1.16399 0.04442 -3.29917
N -0.44323 9.32597 0.02572
C -0.19654 3.95617 0.44385
Co 0.03002 -0.57401 0.69173
H -2.68105 -3.96666 0.80486
C 0.23740 -4.09618 2.72105
H -2.14805 3.97167 -0.44090
C -1.32524 4.58781 -0.10441
F -4.10929 0.00093 -0.58567
N 1.92379 -1.39125 -4.23209
C -1.14143 -0.05161 -1.92509
N 4.69523 -0.99259 -2.72941
H 1.29776 -5.29044 -0.03017
C 0.86240 4.76481 0.88708
H -0.54338 -3.81465 3.42634
F -4.81159 -1.90351 0.51498
H 2.83274 -1.39265 -3.78056
C 1.34378 -4.23195 -0.28826
N -0.16378 -0.36606 -4.08249
N -0.01870 -0.55289 2.61816
C 4.56828 -0.75366 -1.59770
B -3.79626 -1.32308 -0.25060
H 1.73267 4.28639 1.31486
C -0.08296 -0.59157 3.77609
H 1.72233 -1.56702 -1.58933
N 4.46180 -0.47636 -0.31084
H -2.02285 0.48472 -3.78978
H 2.34013 -3.84450 -0.07932
C -0.07304 1.32624 0.60943
C 0.27240 0.08983 5.91799
C -1.80465 -4.29763 0.25195
H -2.00264 -4.12767 -0.80557
N -0.08751 -0.61996 -1.31874
C 0.80044 6.13874 0.78249
Sb -0.11734 -3.13568 0.84342
N 2.21233 -0.96064 0.58461
H -2.26663 6.43559 -0.63473
H 1.62394 6.75067 1.12753
H 1.19752 -3.77700 3.12423
N -0.20586 -0.77977 5.05020
H -1.61063 -5.35529 0.43652
F -2.57978 -1.33684 0.50210
C 0.87224 -0.92561 -3.46992
H -1.94733 0.30989 -1.30577
C -1.39113 5.96133 -0.21010
C -0.32699 6.75066 0.23103
```

# C20H18BN4TeTl

A structure of composition C20H18BN4TeTl (ωB97M-V/def2-TZVPD, the Open Molecules 2025 dataset).

Output
Highest occupied orbital energy, eV: -8.265
F_max, eV/Å: 0.43
Frontier orbital gap, eV: 8.1
LUMO level, eV: -0.2

XYZ file:
```
45
C20H18BN4TeTl, DFT ωB97M-V/def2-TZVPD
H 1.46931 4.34982 1.45085
H -0.11297 3.34556 3.27901
N 0.08649 2.81277 1.08652
C -5.39892 -0.62905 -2.57590
C -5.17769 -2.18920 -0.28795
H 1.69937 4.35923 -1.28651
C -5.99335 -1.88436 -2.53347
H 5.36882 -1.43275 -3.73471
H -0.02028 2.37199 -2.06622
H -6.34966 -3.63788 -1.34688
Tl -1.09854 -0.00656 0.24990
C 1.08298 3.72985 -0.66859
N 0.17340 0.02685 2.22162
N -0.40306 2.19608 -0.01340
C 0.85536 -0.94546 2.82662
C 5.79607 -1.51958 -1.63339
H 5.91271 -1.56413 0.51082
C -4.70528 -0.14695 -1.47367
C 1.63949 -1.02619 -1.06255
H -5.08495 -2.80678 0.59625
H -6.54118 -2.25350 -3.39109
H 1.24455 1.64043 4.77306
H 6.86287 -1.64023 -1.77443
H 3.47478 -1.28312 0.82760
C 5.26293 -1.47885 -0.35085
C 3.59087 -1.25152 -2.55869
C 3.04982 -1.21199 -1.27497
C 0.45166 -0.86801 -0.89368
C -5.88748 -2.65887 -1.38737
C 1.04096 0.87181 4.04484
C 0.20589 2.72921 -1.07360
H -5.47923 -0.01848 -3.46715
H 0.90500 -1.93032 2.38588
C 3.89760 -1.32590 -0.16933
N 0.29064 1.13688 2.97172
C 4.95768 -1.40499 -2.73348
H 2.03798 -0.99421 4.70892
Te -3.56145 -0.19788 1.37592
C 1.42851 -0.45987 4.00042
H -1.60847 2.24726 2.45892
C 0.97239 3.74078 0.71297
H -4.26661 0.84279 -1.50308
C -4.58596 -0.93132 -0.32859
H 2.93577 -1.16221 -3.41543
B -0.41880 2.45883 2.52310
```